Record 1
Below is a cluster of 2 separate species, C11H20N6O3 in total, with properties calculated with ωB97M-V/def2-TZVPD.

Bonds (Å) are listed after each position.
Positions of all 40 atoms, in Å:
1 O 2.335 -3.579 -1.298  C6 1.225
2 O -0.455 -1.324 -3.073  C7 1.226
3 N -1.592 3.704 2.019  C8 1.313, C9 1.330
4 N 0.743 4.027 1.965  C8 1.310, C10 1.305
5 O -0.632 -1.071 1.190  C20 1.411, H21 0.960
6 C 2.384 -2.385 -1.030  O1 1.225, N15 1.331, C16 1.510
7 C -0.492 -2.314 -2.351  O2 1.226, N14 1.337, C19 1.537
8 C -0.343 3.302 2.076  N3 1.313, N4 1.310, N12 1.329
9 C -1.780 5.013 1.882  N3 1.330, C11 1.378, H22 1.086
10 C 0.524 5.305 1.824  N4 1.305, C11 1.361, N13 1.345
11 C -0.711 5.876 1.787  C9 1.378, C10 1.361, H23 1.081
12 N -0.137 1.994 2.200  C8 1.329, H24 1.008, H25 1.012
13 N 1.646 6.045 1.756  C10 1.345, H26 1.014, H27 1.011
14 N -0.955 -3.468 -2.841  C7 1.337, C17 1.463, H28 1.009
15 N 1.299 -1.659 -0.774  C6 1.331, C19 1.471, H29 1.007
16 C 3.715 -1.673 -0.961  C6 1.510, H30 1.088, H31 1.089, H32 1.089
17 C -1.043 -4.757 -2.155  N14 1.463, H33 1.093, H34 1.091, H35 1.091
18 C -2.458 -1.940 -0.032  C20 1.529, H36 1.090, H37 1.090, H38 1.091
19 C -0.066 -2.199 -0.879  C7 1.537, N15 1.471, C20 1.536, H39 1.088
20 C -1.069 -1.309 -0.130  O5 1.411, C18 1.529, C19 1.536, H40 1.091
21 H -0.623 -1.909 1.658  O5 0.960
22 H -2.792 5.406 1.846  C9 1.086
23 H -0.846 6.943 1.672  C11 1.081
24 H 0.782 1.736 1.877  N12 1.008
25 H -0.926 1.441 1.892  N12 1.012
26 H 2.458 5.502 2.025  N13 1.014
27 H 1.562 6.986 2.118  N13 1.011
28 H -1.211 -3.437 -3.817  N14 1.009
29 H 1.405 -0.680 -0.563  N15 1.007
30 H 3.876 -1.307 0.051  C16 1.088
31 H 4.502 -2.377 -1.228  C16 1.089
32 H 3.716 -0.841 -1.664  C16 1.089
33 H -0.053 -5.055 -1.799  C17 1.093
34 H -1.406 -5.519 -2.847  C17 1.091
35 H -1.732 -4.693 -1.311  C17 1.091
36 H -2.895 -2.038 -1.026  C18 1.090
37 H -2.399 -2.922 0.437  C18 1.090
38 H -3.105 -1.294 0.563  C18 1.091
39 H -0.076 -3.183 -0.417  C19 1.088
40 H -1.150 -0.349 -0.642  C20 1.091

Computed properties:
SMILES: CNC(=O)[C@@H](NC(C)=O)[C@@H](C)O.Nc1ccnc(N)n1
Orbital gap in Eh: 0.33215
2S+1: 1

***

Record 2
Below is a cluster of 5 separate species, C28H25ClN3O16S in total, with properties calculated with ωB97M-V/def2-TZVPD.

Bonds (Å) are listed after each position.
Positions of all 74 atoms, in Å:
1 N 5.308 -0.303 2.177  C2 1.389, H10 1.049, H11 1.045
2 C 4.219 -0.737 1.432  N1 1.389, N3 1.526, N9 1.543
3 N 3.146 -1.652 2.013  C2 1.526, C4 1.513, H12 1.063
4 C 1.815 -0.942 1.900  N3 1.513, C5 1.639, H13 1.171, H14 1.194
5 C 1.894 0.604 1.361  C4 1.639, S6 1.878, Cl7 1.889, C8 1.640
6 S 2.081 1.749 2.838  C5 1.878, H15 1.406
7 Cl 0.190 0.981 0.639  C5 1.889
8 C 2.966 0.865 0.147  C5 1.640, N9 1.541, H16 1.193, H17 1.180
9 N 3.974 -0.288 -0.024  C2 1.543, C8 1.541, H18 1.049
10 H 5.784 0.600 1.937  N1 1.049
11 H 5.600 -0.839 3.026  N1 1.045
12 H 3.078 -2.475 1.344  N3 1.063
13 H 1.077 -1.559 1.231  C4 1.171
14 H 1.370 -0.887 3.006  C4 1.194
15 H 3.172 1.370 3.640  S6 1.406
16 H 3.642 1.811 0.416  C8 1.193
17 H 2.471 1.123 -0.893  C8 1.180
18 H 4.868 0.060 -0.449  N9 1.049
19 C 0.734 -5.651 0.161  C20 1.334, C25 1.471, H29 1.083
20 C 0.459 -6.892 0.567  C19 1.334, C21 1.489, O28 1.383
21 C 0.282 -7.213 2.010  C20 1.489, O22 1.226, C23 1.471
22 O 0.011 -8.359 2.351  C21 1.226
23 C 0.446 -6.122 2.984  C21 1.471, C24 1.334, H30 1.082
24 C 0.724 -4.882 2.578  C23 1.334, C25 1.489, O27 1.383
25 C 0.874 -4.556 1.133  C19 1.471, C24 1.489, O26 1.226
26 O 1.112 -3.403 0.790  C25 1.226
27 O 0.883 -3.853 3.488  C24 1.383, H31 0.982
28 O 0.329 -7.927 -0.341  C20 1.383, H32 0.982
29 H 0.864 -5.403 -0.885  C19 1.083
30 H 0.332 -6.373 4.031  C23 1.082
31 H 1.076 -3.055 2.949  O27 0.982
32 H 0.129 -8.723 0.198  O28 0.982
33 C 4.532 5.122 -0.626  C34 1.334, C39 1.471, H43 1.083
34 C 4.755 6.164 -1.429  C33 1.334, C35 1.489, O42 1.383
35 C 3.644 6.816 -2.177  C34 1.489, O36 1.226, C37 1.471
36 O 3.877 7.784 -2.893  C35 1.226
37 C 2.291 6.260 -2.025  C35 1.471, C38 1.334, H44 1.082
38 C 2.068 5.216 -1.224  C37 1.334, C39 1.489, O41 1.383
39 C 3.174 4.581 -0.455  C33 1.471, C38 1.489, O40 1.226
40 O 2.936 3.635 0.287  C39 1.226
41 O 0.800 4.686 -1.078  C38 1.383, H45 0.982
42 O 6.028 6.676 -1.597  C34 1.383, H46 0.982
43 H 5.329 4.640 -0.075  C33 1.083
44 H 1.496 6.732 -2.587  C37 1.082
45 H 0.899 3.941 -0.446  O41 0.982
46 H 5.928 7.425 -2.224  O42 0.982
47 C -3.826 -6.258 -0.446  C48 1.334, C53 1.471, H57 1.083
48 C -4.877 -6.443 -1.248  C47 1.334, C49 1.489, O56 1.383
49 C -5.506 -5.306 -1.974  C48 1.489, O50 1.226, C51 1.471
50 O -6.459 -5.510 -2.718  C49 1.226
51 C -4.952 -3.960 -1.759  C49 1.471, C52 1.334, H58 1.082
52 C -3.903 -3.774 -0.955  C51 1.334, C53 1.489, O55 1.383
53 C -3.257 -4.915 -0.251  C47 1.471, C52 1.489, O54 1.226
54 O -2.283 -4.716 0.467  C53 1.226
55 O -3.379 -2.511 -0.747  C52 1.383, H59 0.982
56 O -5.419 -7.702 -1.434  C48 1.383, H60 0.982
57 H -3.357 -7.076 0.086  C47 1.083
58 H -5.430 -3.139 -2.279  C51 1.082
59 H -2.627 -2.640 -0.128  O55 0.982
60 H -6.167 -7.574 -2.057  O56 0.982
61 C -5.053 4.989 -0.954  C62 1.334, C67 1.471, H71 1.083
62 C -4.650 5.888 -1.854  C61 1.334, C63 1.489, O70 1.383
63 C -3.221 6.294 -1.956  C62 1.489, O64 1.226, C65 1.471
64 O -2.878 7.108 -2.806  C63 1.226
65 C -2.265 5.694 -1.012  C63 1.471, C66 1.334, H72 1.082
66 C -2.668 4.798 -0.109  C65 1.334, C67 1.489, O69 1.383
67 C -4.092 4.371 -0.026  C61 1.471, C66 1.489, O68 1.226
68 O -4.429 3.532 0.802  C67 1.226
69 O -1.776 4.232 0.782  C66 1.383, H73 0.982
70 O -5.548 6.474 -2.727  C62 1.383, H74 0.982
71 H -6.088 4.682 -0.870  C61 1.083
72 H -1.233 6.012 -1.085  C65 1.082
73 H -2.309 3.616 1.330  O69 0.982
74 H -5.013 7.086 -3.279  O70 0.982

Computed properties:
Total charge: +1
Orbital gap in Eh: 0.23781
2S+1: 1

***

Record 3
Below is an isolated molecule of C2H4N2OS2, with properties calculated with ωB97M-V/def2-TZVPD.

Bonds (Å) are listed after each position.
Positions of all 11 atoms, in Å:
1 C -0.448 0.354 -0.165  C2 1.501, N4 1.357, O5 1.214
2 C -1.113 -0.648 -1.064  C1 1.501, H8 1.047, H9 1.210, H10 1.138
3 N 0.856 -0.540 2.519  S7 1.448
4 N 0.891 0.508 -0.317  C1 1.357, S6 1.676, H11 1.071
5 O -0.963 1.110 0.633  C1 1.214
6 S 1.887 1.488 0.608  N4 1.676, S7 2.228
7 S 1.524 0.735 2.674  N3 1.448, S6 2.228
8 H -1.401 -0.381 -2.035  C2 1.047
9 H -2.225 -0.952 -0.698  C2 1.210
10 H -0.431 -1.555 -1.152  C2 1.138
11 H 1.424 -0.120 -1.002  N4 1.071

Computed properties:
Orbital gap in Eh: 0.29071
2S+1: 1

***

Record 4
Below is a cluster of 2 separate species, C3H2ClNO in total, with properties calculated with ωB97M-V/def2-TZVPD.

Bonds (Å) are listed after each position.
Positions of all 8 atoms, in Å:
1 C 0.189 0.349 0.012  C2 1.661, C3 1.369, H4 1.197, Cl8 1.776
2 C -1.153 -0.487 -0.496  C1 1.661, O7 1.575
3 C 1.044 -0.118 0.975  C1 1.369, N6 1.182
4 H -0.102 1.492 0.220  C1 1.197
5 H -0.907 -0.963 -1.844  no bonds
6 N 1.853 -0.331 1.810  C3 1.182
7 O -2.127 -0.591 0.738  C2 1.575
8 Cl 1.203 0.650 -1.415  C1 1.776

Computed properties:
Orbital gap in Eh: 0.33785
2S+1: 1

***

Record 5
Below is an isolated molecule of C3H6N2O, with properties calculated with ωB97M-V/def2-TZVPD.

Bonds (Å) are listed after each position.
Positions of all 12 atoms, in Å:
1 C -0.747 -0.029 -1.096  N4 1.294, O6 1.357, H7 1.086
2 C 1.338 -0.581 -2.336  O6 1.297, H8 1.081, H9 1.075
3 C -0.405 0.458 2.405  N5 1.438, H10 1.095, H11 1.093, H12 1.089
4 N -0.736 0.173 0.181  C1 1.294, N5 1.273
5 N 0.074 0.615 1.059  C3 1.438, N4 1.273
6 O 0.087 -0.311 -2.129  C1 1.357, C2 1.297
7 H -1.748 -0.055 -1.517  C1 1.086
8 H 2.111 -0.348 -1.617  C2 1.081
9 H 1.557 -1.159 -3.215  C2 1.075
10 H -1.498 0.465 2.459  C3 1.095
11 H -0.057 -0.494 2.812  C3 1.093
12 H 0.024 1.267 2.995  C3 1.089

Computed properties:
Orbital gap (spin up / spin down) in Eh: 0.30506 / 0.27337
2S+1: 1

***

Record 6
Below is an isolated molecule of C5H7NO4S, with properties calculated with ωB97M-V/def2-TZVPD.

Bonds (Å) are listed after each position.
Positions of all 18 atoms, in Å:
1 C -0.015 -0.890 -0.118  C3 1.522, C5 1.497, O9 1.206
2 C 3.141 -0.476 0.214  N6 1.162, S11 1.761
3 C -0.105 0.578 -0.511  C1 1.522, C4 1.517, H12 1.094, H13 1.088
4 C 1.185 1.040 -1.161  C3 1.517, S11 1.819, H14 1.087, H15 1.087
5 C -0.732 -1.274 1.139  C1 1.497, H16 1.088, H17 1.088, H18 1.086
6 N 3.877 -1.363 0.064  C2 1.162, O7 1.172
7 O 4.543 -2.324 -0.017  N6 1.172
8 O 3.550 1.974 -0.351  S11 1.431
9 O 0.625 -1.666 -0.783  C1 1.206
10 O 1.868 1.447 1.378  S11 1.433
11 S 2.476 1.151 0.116  C2 1.761, C4 1.819, O8 1.431, O10 1.433
12 H -0.932 0.682 -1.220  C3 1.094
13 H -0.313 1.193 0.362  C3 1.088
14 H 1.537 0.342 -1.916  C4 1.087
15 H 1.103 2.041 -1.578  C4 1.087
16 H -1.791 -1.039 1.068  C5 1.088
17 H -0.318 -0.701 1.966  C5 1.088
18 H -0.601 -2.335 1.331  C5 1.086

Computed properties:
Orbital gap in Eh: 0.39676
2S+1: 1

***

no.,maximum force (eV/Å)
1,2.095
2,4.841
3,4.312
4,11.048
5,1.734
6,1.419